# 1
{
  "formula": "C23H55N9O31S4",
  "method": "wB97M-V/def2-TZVPD",
  "homo_energy_ev": -8.558,
  "largest_force_ev_per_a": 4.02,
  "symbols": ["O", "O", "H", "O", "O", "H", "O", "S", "H", "H", "H", "H", "H", "H", "H", "O", "O", "C", "O", "O", "C", "H", "H", "O", "H", "O", "H", "H", "H", "H", "H", "O", "H", "H", "O", "H", "C", "O", "O", "S", "C", "C", "N", "C", "H", "H", "H", "H", "C", "O", "H", "O", "H", "H", "C", "C", "H", "C", "C", "H", "H", "N", "C", "H", "O", "H", "O", "O", "H", "C", "H", "N", "S", "H", "N", "H", "H", "H", "H", "C", "C", "N", "C", "H", "H", "H", "H", "H", "C", "O", "H", "O", "O", "H", "C", "O", "N", "N", "O", "N", "H", "S", "O", "H", "C", "H", "C", "H", "N", "H", "C", "O", "H", "C", "O", "C", "H", "H", "H", "O", "O", "O"],
  "positions_angstrom": [[2.5179, 1.8954, 4.1365], [4.4332, -4.4810, 0.8336], [-2.5725, 0.8127, -3.7548], [1.4914, -2.4847, -2.3020], [1.8256, 3.8544, 3.4215], [-3.7501, 1.2726, -4.9294], [1.5128, -4.8751, -3.1329], [-1.8146, 0.7114, 0.2599], [-4.0719, -1.3522, 2.6101], [-7.0294, 0.2618, 1.9137], [-4.1411, 1.1630, -3.1582], [4.9892, -0.1079, -0.9420], [7.0697, -2.4875, 1.1787], [-6.4548, 1.9458, 1.4569], [4.4740, 3.8460, -2.0708], [-3.8303, 5.7068, 3.8749], [-0.1897, 1.8941, -3.9188], [4.2340, 0.6780, -0.9557], [-2.7557, 0.9100, 1.3699], [-4.6234, -2.7208, -3.4993], [1.9280, -1.1182, 4.4333], [-1.2718, -2.3873, 0.1086], [2.2348, 0.0601, -4.7030], [-2.4070, 5.2055, 2.3118], [-5.2358, 0.7836, 1.7323], [-0.2914, -0.5032, 4.1221], [-2.5271, 2.9163, 3.0130], [4.6913, 3.3435, 3.4731], [6.5092, -3.5443, 2.5975], [1.7116, 4.9809, -0.4781], [-3.8572, -1.1527, -6.0211], [0.2613, -2.4719, 3.5220], [-0.0974, 7.1112, 0.5704], [0.9701, -6.3353, -0.4103], [-0.6098, -3.5600, -3.1367], [-5.2672, -0.8699, -2.7862], [4.1706, 3.1073, -1.3129], [-4.1634, 0.3737, 4.1782], [-7.1661, 1.0333, -0.7686], [0.6934, -3.6826, -2.4632], [-3.3243, 3.4633, 3.5164], [0.4218, -5.7745, -1.1673], [2.5951, 3.0917, 3.9483], [1.5779, 5.9101, 0.0759], [-0.6485, 5.4294, 0.1218], [5.9334, -3.8078, -0.3839], [-0.9385, -4.8431, 1.3239], [2.3629, -1.9138, 5.0382], [0.0863, 6.2201, -0.0298], [-3.5389, -5.7570, -0.7280], [3.3813, 0.1628, -1.3978], [-0.7559, 1.9747, 0.2256], [-3.0070, -2.0310, 0.6933], [1.3084, -0.2584, 1.0400], [-2.3459, -2.5153, -0.0254], [-3.6281, 0.7076, -4.0053], [-2.0084, -3.8563, 2.1998], [1.2299, -6.1303, -2.5111], [4.7579, 1.6111, -3.1327], [-2.5438, -5.4649, 1.6522], [2.1586, -6.6393, -2.2533], [-2.5267, -3.9084, 0.1621], [3.9396, 3.6892, 4.1826], [0.8373, 1.9377, 1.3577], [5.0926, -2.3133, 1.7821], [4.1207, 0.8302, -3.5477], [-0.1166, 6.7783, -1.3108], [2.6893, -2.5669, 0.9674], [0.5676, -6.6235, -3.2224], [6.2847, -3.0938, 1.6307], [6.3600, -5.0984, 0.8008], [-3.6154, -0.6500, 4.5828], [1.2810, 7.5196, -1.8926], [1.7684, -0.2567, 5.0817], [-3.7498, -0.7318, -4.0865], [4.1692, 3.3834, 5.2033], [3.8524, 0.8536, 0.0501], [2.4294, -0.8261, 3.5105], [4.4520, 2.4454, -3.7640], [-4.5746, -1.4694, -3.3969], [-3.3496, -4.5221, -0.7209], [-6.2284, 0.7020, -0.1192], [0.5840, 1.6801, 0.3293], [-3.7265, -2.5602, 3.8158], [3.8469, 4.7752, 4.1797], [1.1368, 0.0824, -3.3272], [-2.3853, -1.6906, 3.1601], [-2.6103, -2.0413, -0.9706], [-1.9918, -4.5672, 1.3737], [-5.3140, 0.0285, -0.5388], [-0.6180, -6.0583, -1.3300], [0.5375, -4.4051, -1.0153], [1.5623, 7.0406, -3.2704], [1.9264, 5.6316, 1.0704], [-3.4267, -1.5745, 3.4601], [-0.6431, -0.3432, 0.7064], [4.4879, 1.8604, -1.7816], [0.5636, -1.4171, 4.0133], [-2.2809, 0.4040, -1.0861], [-3.1677, 4.9135, 3.2226], [0.9484, -0.0697, -0.7785], [3.7450, -3.2285, 1.7423], [-3.0991, -0.9006, 5.6599], [-3.2798, 3.3244, 4.5966], [-6.2753, 0.8715, 1.4162], [-2.1684, -0.7547, -5.4934], [-3.0683, -1.3357, -5.2915], [-4.2525, 3.1714, 3.0252], [0.6250, 1.4568, -4.6995], [0.5284, -0.6412, -4.8893], [5.8152, -4.1685, 0.6378], [3.4809, 3.3977, -0.3174], [-3.8543, -3.8388, -1.4213], [0.6511, 0.1136, 0.2541], [0.8791, 2.1348, -5.6464], [1.1836, 0.0902, -4.4162], [-2.8192, -2.3925, -5.1965], [1.3074, 2.0969, -0.3714], [5.8079, 1.4217, -3.3559], [1.2202, 8.9309, -1.6456], [2.2947, 6.8487, -0.7464], [3.5014, -3.6779, 3.0998]]
}

# 2
{
  "formula": "C23H56AsGeN2PtS2Si3",
  "method": "wB97M-V/def2-TZVPD",
  "multiplicity": 2,
  "charge": 2,
  "homo_energy_ev": [-13.126, -13.457],
  "relative_energy_kcal_mol": 3.7,
  "largest_force_ev_per_a": 0.50,
  "s_squared": 0.754,
  "symbols": ["H", "C", "H", "H", "H", "Si", "H", "N", "H", "C", "H", "C", "H", "H", "C", "H", "H", "H", "C", "H", "H", "C", "Pt", "Ge", "C", "C", "H", "S", "N", "H", "H", "H", "H", "H", "H", "C", "H", "H", "H", "H", "H", "H", "H", "C", "C", "H", "H", "C", "C", "S", "C", "H", "H", "C", "H", "H", "H", "C", "H", "Si", "H", "C", "H", "H", "H", "H", "H", "H", "C", "H", "As", "C", "C", "H", "C", "C", "H", "H", "H", "H", "H", "Si", "H", "H", "H", "H", "H", "H", "C"],
  "positions_angstrom": [[-4.8704, -2.3222, 0.0421], [-2.0945, -2.5615, -3.9645], [-1.0479, 3.1479, -1.9725], [1.7224, 2.8642, 1.9333], [4.1442, -1.2649, 5.3073], [-2.3576, -2.6357, 0.1182], [1.2767, -1.6422, -4.6231], [1.4624, 0.4424, 2.2233], [-1.8801, -3.5062, -3.4736], [-4.1276, -3.0593, -0.2512], [-0.3306, 0.8190, -4.8549], [1.5755, 3.3260, 0.9596], [-4.6468, -0.3870, 1.1570], [1.1663, 0.9988, 5.6728], [0.8882, -1.7775, -3.6120], [2.9519, -1.9973, 4.2280], [-2.7281, -1.4384, 2.2608], [1.2353, 4.3486, 1.1362], [-0.0186, 3.1885, -1.6219], [1.9629, 2.6217, -2.3465], [-5.7019, 0.0462, -2.0245], [-1.7475, 4.5704, 0.8945], [0.4316, 0.0340, 0.3954], [-1.2797, -0.6078, -1.1812], [1.7639, 0.0901, 5.6136], [2.8634, 3.3345, 0.1467], [0.7719, 2.9124, -3.6081], [1.2058, -2.2081, 0.5714], [3.5692, -3.2413, 0.0205], [6.0104, -1.2047, -0.8264], [3.1969, -4.1356, 0.3068], [0.9665, -2.8377, -3.3639], [3.1307, 2.3096, 4.6667], [-0.9186, 5.2411, 1.1180], [-4.7988, -1.4641, -2.0362], [3.7024, 1.3827, 4.6261], [-1.6728, -0.0906, -5.5384], [-1.4248, -4.8555, 0.1906], [1.5293, -1.2190, -2.9260], [-2.9994, 2.2713, -2.5759], [3.1469, 2.3354, -0.1862], [2.7762, 3.9728, -0.7316], [0.2385, 4.2409, -1.4873], [2.7818, 0.1647, 4.4664], [2.8160, -2.1563, 0.0787], [-2.4534, -3.1643, 2.4770], [-4.7550, 1.3596, 0.9821], [4.9967, -3.0450, -0.2386], [-1.2398, 0.2730, -4.6045], [3.6800, -0.7364, -0.4047], [-1.4071, 3.1178, 1.2120], [-0.2740, -3.8592, -0.7055], [-3.2425, 0.6258, 1.5132], [5.0816, -1.7360, -1.0134], [-1.0821, -2.0878, 2.2010], [5.5339, -2.9858, 0.7107], [1.0980, -0.7643, 5.4978], [3.5986, -1.1319, 4.3736], [4.2523, 1.2814, 5.5611], [-0.8919, -1.2055, -3.5006], [4.3206, -1.0829, 3.5575], [0.9151, 2.4979, -2.6107], [-4.3804, -0.1697, -3.1643], [-2.0298, -2.7357, -5.0414], [-3.1255, -2.2797, -3.7453], [-4.4426, 2.5689, -1.6198], [4.4223, 1.4455, 3.8101], [-1.7749, -4.4065, -1.4727], [-3.4081, 2.2105, -1.5678], [0.7128, 1.4254, -2.6578], [0.0571, 2.3940, 0.1510], [-4.7053, -0.3883, -2.1447], [2.0418, 0.3153, 3.2043], [-2.0158, 4.7063, -0.1541], [-1.3318, -4.0499, -0.5468], [-2.1179, -2.2781, 1.9292], [-2.2731, 2.4685, 1.0885], [-4.2706, -3.3231, -1.2979], [4.9561, -1.8844, -2.0842], [5.3885, -3.8803, -0.8149], [-2.8686, 2.8865, -0.9102], [-3.5564, 0.4514, -0.9437], [2.3077, -0.0230, 6.5506], [-4.3195, -3.9667, 0.3329], [3.6788, 3.7328, 0.7510], [-2.5982, 4.8945, 1.4928], [-1.0740, 3.0009, 2.2463], [-1.9490, 0.9796, -4.1714], [-4.0965, 0.4983, 0.8442]]
}

# 3
{
  "formula": "C23H56BFN4O6",
  "method": "wB97M-V/def2-TZVPD",
  "smiles": "CCB(O)[C@@](CCN)(OC[C@H](N)F)[C@@H](C)CC.COCCNCCOC.COCCNCCOC",
  "homo_energy_ev": -8.704,
  "largest_force_ev_per_a": 1.03,
  "symbols": ["H", "H", "H", "H", "C", "H", "C", "H", "C", "C", "H", "H", "H", "H", "H", "N", "H", "H", "C", "H", "H", "O", "H", "H", "C", "C", "N", "H", "H", "H", "H", "H", "C", "H", "C", "C", "H", "O", "H", "H", "O", "H", "H", "H", "H", "H", "F", "C", "H", "H", "C", "C", "H", "B", "H", "H", "C", "H", "C", "H", "C", "H", "O", "H", "N", "O", "C", "C", "C", "N", "C", "C", "H", "C", "H", "H", "H", "H", "H", "H", "H", "H", "H", "C", "H", "H", "H", "H", "O", "H", "H"],
  "positions_angstrom": [[2.7629, 4.4983, -0.6905], [-0.5035, 6.8979, 1.0398], [2.6237, 2.7260, -2.1300], [4.2807, -3.9905, -0.4023], [-4.8470, -0.4509, 2.4627], [-1.6929, -1.2567, -4.4114], [-3.1418, -1.1472, 4.0851], [1.4507, -0.4826, 0.2879], [-1.8408, 3.0010, 0.3665], [-5.2014, 2.9176, 2.7100], [1.2170, -4.6901, -1.9770], [-5.1035, 3.3609, 1.7151], [-1.2737, 3.0012, -0.5683], [-2.5934, 2.2152, 0.3007], [-3.8145, 0.7318, 3.7407], [-1.1442, -1.1659, -3.5725], [-2.1838, -0.8071, 4.4861], [4.1543, -1.7714, 0.6139], [-5.2265, 0.3720, 6.0224], [-5.5709, 0.7167, 6.9975], [-0.4570, -3.0249, -4.2215], [-4.1664, -0.5396, 6.2432], [2.8212, -0.4812, -0.7854], [3.9887, -5.7194, -0.1750], [1.7978, -4.7252, -4.0532], [-1.8069, 5.2146, 1.2831], [6.2025, -0.6088, -3.8227], [-1.4492, 6.4888, -0.3822], [3.0419, 3.7225, 0.8754], [-1.1728, 2.7724, 1.2002], [3.2103, -0.8424, 1.7595], [2.3072, -4.0716, -4.7574], [5.2989, -0.8154, -2.7044], [-4.9975, -1.9220, 4.9495], [2.2209, -1.1300, -0.1457], [3.8981, -1.2562, -3.1935], [1.2792, -0.9040, -3.1411], [1.6570, 2.7784, -0.2905], [-4.6468, 1.2091, 1.1038], [-0.6112, -0.3117, -3.6181], [3.4925, -2.3745, -2.4527], [0.7338, -4.7601, -4.2853], [-5.6378, -0.8449, 3.1159], [0.1245, -2.5118, 0.3291], [0.9630, 3.3815, -2.1548], [-0.0439, 4.6214, -0.7246], [5.8594, -1.7630, -1.8722], [2.0938, -2.7431, -2.3943], [-4.9008, 1.2474, 5.4536], [0.7778, 4.2935, 1.6049], [-4.0154, -1.5514, 5.2672], [1.2529, 4.8823, 0.8082], [-4.6035, -1.2236, 1.7274], [1.5765, -2.3306, -0.9354], [3.1829, -6.0426, -2.2863], [4.0001, -1.5098, -4.2511], [-0.2679, -2.3425, -3.3932], [-6.2347, 0.4303, 1.1005], [1.6219, 2.6357, -1.6973], [4.1655, -4.6651, -2.6846], [2.2738, 3.9864, 0.1429], [-3.5154, -2.3821, 5.7723], [-2.5178, 4.2343, 0.5494], [1.7647, 5.7279, 1.2768], [0.2898, 5.3905, -0.1592], [-5.9290, 1.7041, 2.6623], [3.3099, -4.9747, -2.0876], [1.2165, -1.9690, -3.3890], [3.1489, -1.6184, 0.9957], [-3.6366, -0.1017, 3.1955], [-5.4097, 0.7537, 1.7416], [2.0258, -4.2964, -2.5915], [-6.0642, -0.1006, 5.5031], [-0.8631, 6.0601, 0.4341], [2.7751, -2.5189, 1.4783], [5.1979, 0.0994, -2.1079], [6.1960, 0.3666, -4.0853], [-0.5670, -2.8670, -2.4901], [-2.5645, 5.8856, 1.6972], [7.1414, -0.8416, -3.5289], [-4.2014, 2.7706, 3.1338], [-1.2963, 4.7531, 2.1369], [2.6458, -4.6029, -0.0569], [3.5777, -4.7986, -0.5877], [2.1621, -5.7423, -4.1975], [-5.7522, 3.6053, 3.3494], [1.2334, 1.6416, -1.9182], [-2.9356, -2.0406, 3.4864], [0.5378, -3.0214, -0.3676], [1.6077, -2.0448, -4.4056], [3.2401, -0.3967, -3.0583]]
}

# 4
{
  "formula": "C23H58BN7O9PS",
  "method": "wB97M-V/def2-TZVPD",
  "charge": 1,
  "homo_energy_ev": -10.687,
  "largest_force_ev_per_a": 3.55,
  "symbols": ["H", "H", "H", "H", "N", "O", "O", "H", "C", "H", "C", "H", "H", "B", "C", "O", "C", "H", "H", "C", "H", "H", "N", "H", "H", "H", "O", "H", "H", "H", "H", "H", "H", "N", "C", "N", "O", "H", "H", "H", "C", "O", "S", "H", "C", "O", "H", "C", "H", "C", "H", "P", "C", "H", "C", "H", "H", "H", "H", "H", "H", "C", "H", "H", "O", "H", "C", "H", "H", "N", "H", "H", "C", "H", "O", "H", "H", "C", "C", "C", "H", "C", "C", "H", "H", "H", "N", "H", "H", "H", "H", "H", "C", "H", "C", "H", "C", "H", "H", "N"],
  "positions_angstrom": [[9.0988, -1.4841, 2.5321], [-10.4014, 8.6399, 2.2952], [-3.0591, 8.2460, -3.7908], [-2.0181, 4.5048, -3.6021], [7.8782, -4.7415, 6.9703], [6.5400, -2.7585, 1.3385], [-4.2482, -1.8112, -1.2014], [6.9042, -7.1097, 5.9434], [-1.8019, -6.5297, -2.4285], [-3.5248, 11.0371, -2.7754], [-1.7940, 2.5166, -2.0835], [-4.4797, -2.4486, -4.2299], [5.8899, -5.4221, 7.1769], [-3.7910, -2.0691, -2.5043], [-7.8038, 8.4712, -0.3254], [9.7105, -5.9732, 6.5790], [9.3666, -4.3631, 2.9314], [0.0857, -3.5573, -3.8161], [-4.7137, 8.9716, -0.0897], [6.4655, -4.5019, 7.1954], [6.3419, -4.0215, 8.1678], [-2.4409, -9.1233, -4.2028], [-8.3461, 8.7917, 2.0431], [-3.8957, -6.2736, -2.0820], [-3.4905, 5.4871, -3.4581], [-0.0299, -4.2991, -2.0958], [-0.8249, -5.9465, -1.9743], [-8.0763, 9.2092, 2.9205], [-0.8377, -8.2644, -2.5247], [-9.4743, 7.1792, 2.7051], [1.3800, -0.1470, -1.8121], [-7.0345, 8.7594, -1.0373], [8.2755, -8.0429, 6.5582], [2.4340, -2.6250, 1.6626], [3.9940, -2.6071, -0.2182], [-3.3490, 8.9664, -3.1484], [1.6234, -2.2703, -0.3971], [-2.1204, 10.5343, -3.7360], [6.0949, -3.8314, 6.4169], [10.1500, -4.7066, 2.2541], [-3.1021, -5.8281, -2.6832], [-6.4882, 9.7413, 1.2246], [-2.2446, -1.2655, -3.1928], [-1.5227, 1.6931, -1.4241], [-3.0850, 4.5335, -3.8015], [-3.9453, 7.2767, -1.7946], [-5.1239, 10.1085, -1.3761], [8.0791, -1.7097, 2.8473], [4.4456, -2.9576, 2.2182], [-7.4814, 9.0556, 1.0276], [9.7259, -3.5040, 3.4891], [-0.4447, -1.7983, -2.0752], [0.3112, -3.4209, -2.7253], [-2.9746, -9.5113, -2.5524], [2.5957, -2.4863, 0.3265], [-3.7442, 10.5269, -4.4605], [-8.7634, 8.8515, -0.6796], [7.7720, -4.7853, 1.5898], [1.4761, -2.5344, 1.9660], [3.2163, -3.8134, 3.1741], [4.6326, -1.8378, 0.2131], [-9.5641, 8.0059, 1.9979], [4.3984, -3.5943, 0.0029], [-7.8303, 7.3819, -0.2677], [-4.5120, -2.9251, -3.3833], [-3.2535, 4.4352, -4.8761], [-3.2833, 2.5014, -2.3221], [-9.7535, 7.6073, 1.0060], [3.4486, -2.0623, 3.3839], [-1.7376, -7.8520, -2.7189], [1.4566, -0.9072, -3.4747], [-3.4903, 10.1163, -0.6482], [-3.8659, 8.4847, -1.9848], [1.4213, -3.3410, -2.5993], [-4.0182, 1.6554, -1.8160], [9.1160, -5.1648, 3.6278], [-4.7944, 3.4005, -3.2425], [-4.3270, 9.4898, -0.9616], [7.5336, -2.8670, 2.0505], [-3.1793, 10.3520, -3.5430], [3.9745, -2.4751, -1.2992], [8.5033, -5.9324, 6.7536], [7.6473, -7.1736, 6.7405], [-1.2630, 2.3933, -3.0295], [8.0597, -1.9447, 3.9127], [7.4620, -0.8300, 2.6759], [-3.7948, 3.4636, -3.1238], [7.1527, -7.2998, 7.7048], [-3.3594, -5.8811, -3.7417], [-4.2869, -0.8301, -1.1639], [-3.0028, -4.7868, -2.4039], [-1.4994, 3.4522, -1.6066], [0.7808, -0.4836, -2.6905], [-2.0468, -1.8049, -4.4622], [3.4557, -2.8800, 2.6606], [-3.7060, -8.1517, -3.4261], [-2.7847, -8.7006, -3.2573], [8.5048, -3.9516, 6.9680], [0.2412, 0.4317, -3.0553], [8.1852, -4.0522, 2.1457]]
}

Number 1: total energy -144942.7448 eV. Number 2: total energy -193635.2026 eV. Number 3: total energy -46396.3030 eV. Number 4: total energy -74449.2138 eV.